1.
11
Properties=species:S:1:pos:R:3:mulliken_charge:R:1 method="wB97M-V/def2-TZVPD" relative_energy_kj_mol=343.5 smiles=OCc1ncon1 homo_energy_ev=-10.54 total_charge=0 spin_multiplicity=1 e_tot_ev=-10248.705
C 1.3818 0.4130 0.1147 -0.32
C -0.0094 0.0753 0.0391 0.47
C -2.1117 0.2349 -0.1462 0.14
H 1.7925 -1.4509 0.0538 0.39
H 1.4926 1.2863 -0.6158 0.23
H 1.6324 0.8722 0.9964 0.26
H -3.2016 0.4559 -0.0825 0.34
N -1.0596 0.9374 -0.1093 -0.53
N -0.3732 -1.1291 0.0769 -0.30
O 2.1850 -0.5596 -0.2739 -0.51
O -1.7288 -1.1354 -0.0533 -0.17

---

2.
14
Properties=species:S:1:pos:R:3:mulliken_charge:R:1 method="wB97M-V/def2-TZVPD" relative_energy_kj_mol=69.4 smiles="[H]/N=C/N.CN" homo_energy_ev=-8.80 total_charge=0 spin_multiplicity=1 e_tot_ev=-6689.790
C 2.0200 -1.3827 -1.0827 -0.64
N 2.0438 -0.1238 -0.3544 -0.53
H 2.6114 -1.3570 -1.9966 0.24
H 1.0227 -1.7334 -1.2974 0.26
H 2.4570 -2.1690 -0.4588 0.24
H 2.8498 0.4347 -0.6056 0.21
H 1.2508 0.4792 -0.5386 0.21
N -2.2534 -0.2006 0.6597 -0.47
C -1.9865 1.0546 1.1683 0.09
N -1.2069 1.8691 0.5978 -0.60
H -3.1427 -0.5617 0.9679 0.23
H -2.0911 -0.2929 -0.3314 0.25
H -2.4299 1.2505 2.1494 0.29
H -1.1449 2.7329 1.1222 0.23

---

3.
22
Properties=species:S:1:pos:R:3:mulliken_charge:R:1 method="wB97M-V/def2-TZVPD" relative_energy_kj_mol=0.0 s_squared=0.753 homo_energy_ev="-9.95 / -9.95" total_charge=0 spin_multiplicity=2 e_tot_ev=-35527.373
I -2.4802 -19.2327 27.4311 -0.01
C -1.6714 -23.5137 24.8596 -0.28
C -2.7285 -22.4890 25.3196 -0.05
O -3.8545 -23.2589 25.6878 -0.29
S -3.8980 -24.6831 24.8010 1.07
O -4.6790 -24.7743 23.5588 -0.53
O -4.1882 -25.7715 25.7035 -0.53
O -2.3021 -24.6006 24.4282 -0.31
H -0.9402 -23.8565 25.5916 0.30
H -1.1368 -23.0105 24.0540 0.26
H -3.0224 -21.8068 24.5220 0.33
H -2.3116 -21.9308 26.1579 0.03
C -6.7312 -19.5265 26.1594 -0.22
C -8.1266 -19.8961 26.6536 -0.54
O -8.6937 -21.1044 26.0660 -0.52
O -5.8375 -20.5429 26.3672 -0.31
H -6.2522 -18.8040 26.8201 0.31
H -6.7898 -19.2006 25.1209 0.22
H -8.8861 -19.1221 26.5433 0.33
H -7.8768 -20.1806 27.6758 0.29
H -7.9898 -21.7441 26.1955 0.31
H -5.0329 -20.1004 26.6473 0.12

---

4.
73
Properties=species:S:1:pos:R:3:mulliken_charge:R:1 method="wB97M-V/def2-TZVPD" relative_energy_kj_mol=561.4 homo_energy_ev="-6.98 / -6.32" total_charge=0 spin_multiplicity=1 e_tot_ev=-100641.967
P -0.3464 -1.8626 -3.9417 1.44
P 0.4171 1.0385 -1.2460 1.99
C 0.5252 -0.2239 -4.0420 -1.49
C 1.1938 0.4607 -2.8246 -1.71
H -0.1316 0.4605 -4.6004 0.56
H 1.3444 -0.3793 -4.7646 0.61
H 2.1189 -0.0602 -2.5604 0.54
H 1.4574 1.4515 -3.2257 0.76
C -0.8207 2.0330 -2.2241 -1.31
H -1.1360 2.8920 -1.6399 0.49
H -1.7190 1.5420 -2.6246 0.26
H -0.3061 2.4504 -3.1076 0.42
C 1.6576 2.4406 -0.9709 -1.27
H 1.9405 2.6745 -1.9845 0.59
H 2.5977 2.1513 -0.4457 0.22
H 1.2347 3.3270 -0.4713 0.45
C -1.3040 -2.1329 -5.6698 -1.46
H -1.3971 -3.2185 -5.8188 0.37
H -0.7487 -1.7258 -6.5326 0.48
H -2.3285 -1.7228 -5.7333 0.37
C 1.1486 -2.7433 -4.8552 -1.93
H 2.0708 -2.4329 -4.3282 0.47
H 1.2189 -2.3919 -5.8888 0.49
H 1.0951 -3.8393 -4.8488 0.33
Zn 1.5901 0.7653 0.5203 -0.46
C -2.2887 -1.0518 -2.0275 -1.54
C -2.3282 -1.4486 -3.3751 -0.15
C -3.3201 -2.6248 -3.2631 -1.14
C -2.5332 -3.9161 -3.0096 -0.94
C -1.1135 -3.7872 -3.4378 -1.29
C -0.1034 -3.1575 -2.5864 0.32
C -0.3353 -2.5927 -1.1902 -0.54
C -1.6483 -1.8139 -0.9071 -0.87
C 1.0803 -0.7502 1.7204 -1.26
H -2.6322 -0.0539 -1.7010 0.81
H -2.5897 -0.6461 -4.0827 0.86
H -4.0012 -2.6562 -4.1190 0.32
H -3.9655 -2.4602 -2.3848 0.45
H -2.4858 -4.2813 -1.9773 0.38
H -3.0874 -4.7143 -3.5006 0.41
H -0.7590 -4.4241 -4.2704 0.62
H 0.9352 -3.5240 -2.6335 0.69
H 0.5811 -2.0274 -0.9647 -0.10
H -0.2373 -3.3635 -0.4210 0.53
H -2.4067 -2.5569 -0.6345 0.56
H -1.5052 -1.2683 0.0623 0.21
H 1.6385 -0.6193 2.6655 0.48
H 1.3858 -1.6912 1.2454 0.38
H 0.0031 -0.7278 1.9293 0.30
C 0.3020 0.8037 6.8195 -1.22
C 1.3827 1.6426 6.1552 -0.89
C 1.0337 2.5969 4.9589 2.40
C -0.0569 3.6215 5.3437 -0.94
C -1.4082 3.0490 5.7470 -1.24
C 2.3441 3.3020 4.6125 -0.48
O 2.6593 4.4488 4.8873 -0.62
N 3.2066 2.4054 3.9431 0.00
C 2.7436 1.8319 2.7623 0.29
O 3.4805 1.2227 1.9452 -0.73
N 1.4233 1.9622 2.5527 -0.18
C 0.5832 1.9123 3.6186 -0.40
O -0.5262 1.3605 3.5353 -0.66
H -0.2589 1.3866 7.5603 0.30
H 0.7997 -0.0037 7.3718 0.38
H -0.4003 0.3579 6.1056 0.29
H 1.7718 2.3199 6.9328 0.40
H 2.2269 0.9963 5.8713 0.48
H 0.3379 4.2599 6.1483 0.40
H -0.1980 4.2650 4.4593 0.44
H -1.4475 2.8039 6.8125 0.28
H -2.1794 3.7983 5.5411 0.38
H -1.6319 2.1572 5.1516 0.29
H 4.1561 2.7032 3.8570 0.36

---

5.
13
Properties=species:S:1:pos:R:3:mulliken_charge:R:1 method="wB97M-V/def2-TZVPD" relative_energy_kj_mol=79.0 s_squared=0.753 homo_energy_ev="-15.25 / -15.23" total_charge=+1 spin_multiplicity=2 e_tot_ev=-7325.770
C -0.3867 -1.1008 0.4285 -0.76
C 0.3970 0.0286 0.4618 1.02
O -0.2214 1.1120 0.0553 -0.36
C 1.8740 0.0011 0.5615 -1.09
H -0.1274 -2.1521 0.4556 0.31
H -1.4701 -1.0168 0.3477 0.36
H 0.0185 1.9668 0.4501 0.40
H 2.2678 -0.9281 0.9732 0.35
H 2.4401 0.3599 -0.2843 0.35
H 2.2097 0.6581 1.3659 0.39
H -2.1494 0.8990 -1.1125 0.30
H -2.1464 0.0124 -2.2420 0.34
O -2.7057 0.1599 -1.4609 -0.63

---

6.
47
Properties=species:S:1:pos:R:3:mulliken_charge:R:1 method="wB97M-V/def2-TZVPD" relative_energy_kj_mol=0.0 s_squared=0.757 homo_energy_ev="-12.04 / -12.04" total_charge=+1 spin_multiplicity=2 e_tot_ev=-70273.081
C 0.0873 0.1374 -2.2165 0.11
C -0.0785 1.3251 -3.0807 0.05
N -0.2344 2.2599 -3.7508 -0.44
H 0.4968 0.5976 -1.3173 -0.42
H 0.9130 -0.5338 -2.4524 0.38
H -0.8298 -0.4482 -2.1515 0.31
C -1.1727 2.8457 1.2067 -0.30
O 0.1169 3.4918 1.3300 -0.34
C 1.0764 2.8418 2.0347 0.81
O 1.1031 1.6303 2.1113 -0.48
O 1.8248 3.7100 2.6404 -0.34
C 2.9476 3.2250 3.3643 -0.64
H -1.7750 3.6109 0.7170 0.27
H -1.5296 2.5194 2.1836 0.32
H -1.1408 2.0465 0.4663 -0.10
H 3.7160 2.9827 2.6301 0.29
H 2.6503 2.3707 3.9724 0.30
H 3.2429 3.9857 4.0869 0.24
C 4.5505 3.0748 -4.4371 -0.66
O 3.7675 2.0618 -3.7899 -0.28
C 4.1894 1.7667 -2.4862 0.64
O 5.2976 2.0444 -1.9344 -0.59
O 3.1899 1.2660 -1.8354 -0.15
C 3.1961 1.1251 -0.3979 -0.24
H 5.6011 2.9264 -4.6867 0.29
H 4.4951 3.9680 -3.8149 0.32
H 3.9693 3.1774 -5.3535 0.24
H 3.2697 2.0748 0.1319 0.32
H 3.8484 0.2986 -0.1160 0.32
H 2.2331 0.7397 -0.0631 -0.23
C -2.9708 -3.7321 -0.5727 -0.45
O -3.8438 -4.7704 -0.0252 -0.19
C -4.9053 -4.5049 0.6450 0.84
O -5.2150 -3.3490 0.9984 -0.10
O -5.4575 -5.6912 1.1524 -0.19
C -6.4950 -5.7395 2.1414 -0.64
H -2.7088 -2.9438 0.1331 0.12
H -3.4552 -3.3101 -1.4532 0.39
H -2.0854 -4.2657 -0.9183 0.27
H -6.1836 -5.1396 2.9965 0.36
H -6.4940 -6.7868 2.4434 0.24
H -7.4538 -5.4120 1.7396 0.33
C -0.2584 -1.4931 1.6316 0.08
Cl -0.9235 -2.8247 2.5225 -0.11
Cl -1.6321 -0.4651 1.0688 -0.20
Cl 0.7142 -1.8284 0.2183 -0.09
H 0.3463 -0.8661 2.2868 0.31